# 1
{
  "formula": "C14H16N2O2S",
  "method": "the ωB97M-V functional and the def2-TZVPD basis",
  "elements": ["C", "C", "C", "C", "C", "C", "C", "O", "N", "C", "C", "C", "C", "C", "C", "S", "C", "N", "O", "H", "H", "H", "H", "H", "H", "H", "H", "H", "H", "H", "H", "H", "H", "H", "H"],
  "xyz": [[2.513, -6.019, -0.638], [1.736, -4.710, -0.666], [2.268, -3.726, 0.387], [1.501, -2.455, 0.357], [0.393, -2.029, 1.035], [0.143, -0.743, 0.499], [-0.941, 0.197, 0.879], [-1.703, -0.029, 1.795], [-0.938, 1.303, 0.090], [-1.768, 2.414, 0.129], [-2.846, 2.532, 1.003], [-3.637, 3.665, 0.982], [-3.375, 4.696, 0.095], [-2.303, 4.593, -0.775], [-1.501, 3.468, -0.754], [-0.103, 3.363, -1.870], [1.192, 3.939, -0.722], [1.039, -0.449, -0.417], [1.876, -1.499, -0.509], [2.428, -6.493, 0.337], [2.125, -6.703, -1.388], [3.566, -5.843, -0.845], [0.679, -4.904, -0.472], [1.819, -4.253, -1.654], [3.318, -3.512, 0.181], [2.183, -4.170, 1.380], [-0.167, -2.528, 1.796], [-0.235, 1.324, -0.648], [-3.052, 1.728, 1.690], [-4.470, 3.740, 1.665], [-3.999, 5.577, 0.079], [-2.081, 5.383, -1.475], [1.243, 3.279, 0.139], [2.127, 3.909, -1.273], [0.969, 4.956, -0.413]],
  "lowdin_charge": [-0.11, -0.25, -0.13, -0.26, 0.07, -0.19, -0.40, 0.09, 0.12, -0.23, 0.00, -0.07, -0.09, -0.11, -0.48, 0.88, -0.36, 0.11, 0.03, 0.07, 0.07, 0.07, 0.11, 0.11, 0.13, 0.13, 0.12, 0.07, 0.10, 0.10, 0.10, 0.10, 0.03, 0.03, 0.04],
  "orbital_gap_ev": 9.13,
  "homo_ev": -8.5,
  "total_energy_ha": -1201.2507,
  "total_charge": 0,
  "e_above_lowest_kj_mol": 150.4,
  "smiles": "CCCc1cc(C(=O)Nc2ccccc2SC)no1"
}

***

# 2
{
  "formula": "C14H16N2O3S",
  "method": "the ωB97M-V functional and the def2-TZVPD basis",
  "elements": ["C", "O", "C", "C", "C", "C", "C", "N", "C", "O", "N", "C", "C", "C", "C", "S", "C", "C", "O", "C", "H", "H", "H", "H", "H", "H", "H", "H", "H", "H", "H", "H", "H", "H", "H", "H"],
  "xyz": [[-4.356, -2.161, -1.588], [-3.889, -0.926, -2.069], [-2.902, -0.295, -1.377], [-2.288, -0.780, -0.235], [-1.292, -0.050, 0.397], [-0.895, 1.176, -0.104], [0.216, 1.940, 0.569], [1.497, 1.276, 0.399], [2.023, 0.512, 1.401], [1.590, 0.499, 2.531], [3.131, -0.207, 0.994], [3.917, -1.000, 1.815], [3.777, -1.306, 3.133], [4.802, -2.165, 3.594], [5.698, -2.499, 2.637], [5.317, -1.768, 1.120], [-1.500, 1.669, -1.257], [-2.500, 0.957, -1.897], [-3.154, 1.361, -3.021], [-2.824, 2.609, -3.574], [-4.775, -2.070, -0.581], [-5.141, -2.467, -2.278], [-3.565, -2.919, -1.584], [-2.580, -1.731, 0.180], [-0.826, -0.438, 1.290], [0.291, 2.953, 0.164], [0.047, 1.993, 1.647], [1.779, 1.101, -0.553], [3.450, -0.115, 0.042], [2.975, -0.928, 3.737], [4.862, -2.517, 4.608], [6.563, -3.126, 2.708], [-1.184, 2.626, -1.641], [-3.476, 2.728, -4.438], [-1.780, 2.644, -3.903], [-3.009, 3.426, -2.868]],
  "lowdin_charge": [-0.09, -0.07, -0.20, -0.01, -0.03, -0.22, -0.13, 0.07, -0.54, 0.07, 0.07, -0.54, -0.12, -0.19, -0.43, 1.01, 0.02, -0.19, -0.06, -0.09, 0.10, 0.09, 0.10, 0.11, 0.12, 0.12, 0.13, 0.14, 0.13, 0.10, 0.10, 0.05, 0.11, 0.09, 0.10, 0.10],
  "orbital_gap_ev": 8.37,
  "homo_ev": -7.9,
  "total_energy_ha": -1276.4958,
  "total_charge": 0,
  "e_above_lowest_kj_mol": 210.5,
  "smiles": "COc1ccc(CNC(=O)Nc2cccs2)cc1OC"
}

***

# 3
{
  "formula": "C14H16N4O2S",
  "method": "the ωB97M-V functional and the def2-TZVPD basis",
  "elements": ["C", "C", "O", "C", "C", "C", "N", "C", "O", "C", "C", "C", "C", "C", "C", "N", "C", "S", "N", "N", "C", "H", "H", "H", "H", "H", "H", "H", "H", "H", "H", "H", "H", "H", "H", "H", "H"],
  "xyz": [[-5.223, -0.700, 1.329], [-4.594, -1.010, -0.028], [-4.794, -0.003, -1.002], [-4.135, 1.225, -0.801], [-2.602, 1.138, -0.905], [-1.914, 1.155, 0.461], [-0.491, 0.883, 0.332], [0.417, 1.932, 0.272], [0.039, 3.079, 0.358], [1.824, 1.534, 0.111], [2.793, 2.536, 0.058], [4.125, 2.216, -0.093], [4.506, 0.884, -0.193], [3.567, -0.128, -0.144], [2.221, 0.192, 0.008], [1.219, -0.767, 0.065], [1.245, -2.154, -0.002], [2.500, -3.193, -0.177], [-0.057, -2.510, 0.113], [-0.893, -1.444, 0.247], [-0.106, -0.411, 0.217], [-4.715, 0.123, 1.827], [-5.156, -1.578, 1.965], [-6.270, -0.435, 1.202], [-5.083, -1.888, -0.460], [-3.526, -1.235, 0.089], [-4.522, 1.858, -1.603], [-4.420, 1.678, 0.157], [-2.347, 0.216, -1.430], [-2.225, 1.978, -1.490], [-2.005, 2.144, 0.916], [-2.331, 0.395, 1.123], [2.461, 3.560, 0.138], [4.868, 2.996, -0.133], [5.548, 0.628, -0.311], [3.864, -1.160, -0.222], [-0.416, -3.450, 0.099]],
  "lowdin_charge": [-0.07, -0.27, -0.15, -0.21, -0.13, -0.13, 0.06, -0.36, 0.10, -0.05, 0.00, -0.07, -0.05, -0.02, -0.12, 0.09, -0.80, 0.64, 0.02, 0.14, -0.27, 0.06, 0.07, 0.08, 0.12, 0.09, 0.12, 0.12, 0.12, 0.12, 0.13, 0.11, 0.12, 0.11, 0.11, 0.03, 0.15],
  "orbital_gap_ev": 8.23,
  "homo_ev": -8.2,
  "total_energy_ha": -1310.8067,
  "total_charge": 0,
  "e_above_lowest_kj_mol": 14.6,
  "smiles": "CCOCCCn1c(=O)c2ccccc2n2c(=S)[nH]nc12"
}

***

# 4
{
  "formula": "C14H16O",
  "method": "the ωB97M-V functional and the def2-TZVPD basis",
  "elements": ["C", "C", "C", "C", "C", "C", "C", "C", "O", "C", "C", "C", "C", "C", "C", "H", "H", "H", "H", "H", "H", "H", "H", "H", "H", "H", "H", "H", "H", "H", "H"],
  "xyz": [[-1.690, 1.880, 3.093], [-0.394, 1.423, 2.592], [0.674, 2.212, 2.380], [1.931, 1.577, 2.040], [2.127, 0.352, 1.471], [1.215, -0.476, 0.579], [1.545, -1.944, 0.563], [0.464, 0.082, -0.386], [0.196, 1.412, -0.469], [-0.225, -0.595, -1.577], [-1.391, -1.312, -1.372], [-2.131, -1.912, -2.394], [-1.606, -1.736, -3.701], [-0.466, -0.991, -3.972], [0.250, -0.416, -2.871], [-2.196, 1.063, 3.500], [-2.349, 2.051, 2.194], [-1.699, 2.801, 3.827], [-0.438, 0.372, 2.267], [0.628, 3.286, 2.583], [2.732, 2.089, 2.415], [3.136, 0.078, 1.354], [1.055, -2.430, -0.374], [1.432, -2.393, 1.521], [2.562, -2.068, 0.458], [1.066, 1.911, -0.413], [-1.884, -1.271, -0.388], [-3.162, -2.388, -2.388], [-2.027, -2.333, -4.454], [-0.182, -0.809, -5.051], [0.829, 0.485, -3.026]],
  "lowdin_charge": [-0.11, -0.17, -0.12, -0.11, -0.03, -0.22, -0.04, -0.28, 0.03, -0.19, -0.06, -0.06, -0.12, -0.07, -0.02, 0.04, 0.10, 0.12, 0.12, 0.11, 0.07, 0.09, 0.12, 0.07, 0.04, 0.14, 0.12, 0.12, 0.08, 0.12, 0.11],
  "orbital_gap_ev": 8.59,
  "homo_ev": -7.9,
  "total_energy_ha": -618.1826,
  "total_charge": 0,
  "e_above_lowest_kj_mol": 350.2,
  "smiles": "C/C=C/C=C\\C(C)=C(/O)c1ccccc1"
}

***

# 5
{
  "formula": "C14H16O",
  "method": "the ωB97M-V functional and the def2-TZVPD basis",
  "elements": ["C", "C", "C", "C", "C", "C", "C", "H", "H", "H", "H", "H", "H", "H", "H", "C", "C", "C", "C", "C", "C", "C", "O", "H", "H", "H", "H", "H", "H", "H", "H"],
  "xyz": [[-1.898, -4.116, -0.809], [-0.895, -2.083, -1.930], [-0.737, -3.204, -1.127], [0.193, -1.220, -2.149], [0.517, -3.480, -0.594], [1.379, -1.410, -1.474], [1.538, -2.547, -0.678], [-1.773, -1.904, -2.549], [-0.081, -0.310, -2.675], [-2.888, -3.725, -1.063], [-1.899, -4.315, 0.257], [0.664, -4.308, 0.086], [2.231, -0.744, -1.501], [2.529, -2.762, -0.307], [-1.836, -5.027, -1.405], [0.800, 4.981, 0.772], [-0.965, 1.682, 0.270], [-0.689, 2.997, 0.142], [-0.247, 0.877, 1.221], [0.350, 3.603, 0.904], [0.800, 1.443, 1.985], [1.062, 2.758, 1.826], [-0.669, -0.336, 1.484], [-1.757, 1.183, -0.274], [-1.206, 3.656, -0.541], [-0.920, -0.829, 0.677], [1.363, 0.853, 2.690], [1.852, 5.192, 0.550], [0.683, 5.523, 1.729], [1.864, 3.218, 2.401], [0.157, 5.628, 0.180]],
  "lowdin_spin": [0.00, 0.00, 0.00, 0.00, 0.00, 0.00, 0.00, 0.00, 0.00, 0.00, 0.00, 0.00, 0.00, 0.00, 0.00, 0.06, 0.11, 0.04, 0.20, 0.26, 0.07, 0.06, 0.16, 0.00, 0.00, 0.00, 0.00, 0.02, 0.02, 0.00, 0.00],
  "s2": 0.767,
  "spin_multiplicity": 2,
  "orbital_gap_ev": [8.27, 4.73],
  "homo_ev": [-12.0, -12.0],
  "total_energy_ha": -618.0082,
  "total_charge": 1,
  "e_above_lowest_kj_mol": 72.7
}

***

# 6
{
  "formula": "C14H16O4",
  "method": "the ωB97M-V functional and the def2-TZVPD basis",
  "elements": ["C", "C", "C", "C", "C", "C", "O", "C", "C", "C", "O", "C", "C", "C", "O", "O", "C", "C", "H", "H", "H", "H", "H", "H", "H", "H", "H", "H", "H", "H", "H", "H", "H", "H"],
  "xyz": [[-0.251, 3.781, -0.747], [-0.537, 2.539, 0.026], [-1.731, 1.847, -0.161], [-1.971, 0.665, 0.505], [-1.011, 0.116, 1.362], [-1.319, -1.188, 1.980], [-2.459, -1.567, 2.146], [-0.152, -2.112, 2.297], [0.226, -2.879, 1.015], [0.910, -1.974, 0.020], [1.994, -1.481, 0.253], [0.167, -1.736, -1.270], [0.995, -1.048, -2.362], [1.183, 0.449, -2.125], [0.610, 1.282, -2.773], [2.046, 0.778, -1.173], [0.175, 0.821, 1.568], [0.396, 2.018, 0.916], [0.478, 4.405, -0.236], [0.163, 3.491, -1.714], [-1.158, 4.353, -0.924], [-2.471, 2.240, -0.842], [-2.898, 0.127, 0.364], [0.716, -1.570, 2.667], [-0.481, -2.830, 3.049], [-0.667, -3.336, 0.588], [0.934, -3.666, 1.288], [-0.720, -1.139, -1.034], [-0.189, -2.701, -1.639], [0.485, -1.162, -3.319], [1.978, -1.521, -2.426], [2.319, -0.007, -0.641], [0.923, 0.455, 2.255], [1.319, 2.551, 1.086]],
  "lowdin_charge": [-0.04, -0.27, -0.02, -0.02, -0.18, -0.37, 0.10, -0.09, -0.09, -0.37, 0.09, -0.09, -0.07, -0.53, 0.10, 0.11, -0.02, -0.04, 0.08, 0.08, 0.08, 0.12, 0.12, 0.11, 0.12, 0.13, 0.13, 0.13, 0.13, 0.12, 0.13, 0.09, 0.11, 0.12],
  "orbital_gap_ev": 9.42,
  "homo_ev": -9.2,
  "total_energy_ha": -844.0777,
  "total_charge": 0,
  "e_above_lowest_kj_mol": 0.0,
  "smiles": "Cc1ccc(C(=O)CCC(=O)CCC(=O)O)cc1"
}

***

# 7
{
  "formula": "C14H17BN4NdOS2",
  "method": "the ωB97M-V functional and the def2-TZVPD basis",
  "elements": ["Nd", "C", "C", "C", "C", "C", "C", "H", "H", "H", "H", "H", "H", "B", "N", "C", "C", "C", "N", "N", "C", "C", "C", "N", "H", "H", "H", "H", "H", "H", "H", "H", "C", "O", "C", "S", "S", "H", "H", "H"],
  "xyz": [[0.297, -0.172, 0.281], [0.665, 1.989, 2.413], [-0.595, 1.431, 2.617], [-1.616, 1.683, 1.708], [-1.381, 2.476, 0.588], [-0.123, 3.033, 0.390], [0.899, 2.791, 1.303], [1.462, 1.807, 3.119], [-0.788, 0.829, 3.496], [-2.605, 1.287, 1.884], [-2.183, 2.681, -0.110], [0.066, 3.656, -0.473], [1.877, 3.223, 1.144], [-0.345, -2.550, -1.252], [-1.735, -2.267, -0.621], [-2.804, -3.060, -0.558], [-3.741, -2.471, 0.277], [-3.138, -1.296, 0.700], [-1.919, -1.165, 0.158], [0.602, -3.139, -0.167], [1.186, -4.339, -0.081], [1.829, -4.433, 1.143], [1.591, -3.209, 1.756], [0.842, -2.433, 0.974], [-0.432, -3.295, -2.186], [0.099, -1.473, -1.626], [-2.832, -3.979, -1.122], [-4.721, -2.840, 0.528], [-3.533, -0.540, 1.359], [1.094, -5.043, -0.893], [2.382, -5.270, 1.531], [1.931, -2.847, 2.714], [5.650, 0.825, -0.364], [4.395, 1.067, -1.060], [3.232, 0.778, -0.538], [3.066, 0.040, 0.985], [1.911, 1.153, -1.563], [6.173, 1.775, -0.373], [6.183, 0.088, -0.954], [5.487, 0.473, 0.647]],
  "lowdin_spin": [3.04, 0.00, 0.00, 0.00, 0.00, 0.00, 0.00, 0.00, 0.00, 0.00, 0.00, 0.00, 0.00, 0.00, 0.00, 0.00, 0.00, 0.00, -0.01, 0.00, 0.00, 0.00, 0.00, -0.01, 0.00, 0.00, 0.00, 0.00, 0.00, 0.00, 0.00, 0.00, 0.00, 0.00, 0.00, -0.01, -0.01, 0.00, 0.00, 0.00],
  "s2": 3.753,
  "spin_multiplicity": 4,
  "orbital_gap_ev": [8.49, 8.59],
  "homo_ev": [-11.9, -11.9],
  "total_energy_ha": -2220.5140,
  "total_charge": 1
}